ORCA calculation (ωB97M-V/def2-TZVPD) on a molecular structure, C41H55ClN3O5P2Tc.

Values from the calculation:
- HOMO (spin up / spin down) (eV) = -8.9715 / -10.3950
- gap between HOMO and LUMO (spin up / spin down) (Eh) = 0.1739 / 0.2403
- energy above the lowest of the compared OMol25 structures with the same formula, charge and spin (eV) = 0.0000

ORCA input file:
```
! RIJCOSX wB97M-V def2-TZVPD def2/J DEFGRID3
* xyz 1 2
C -0.526 0.617 -5.038
C -1.122 -2.748 1.170
H 3.677 1.676 2.957
C -0.894 -1.757 -2.415
C -3.244 1.780 -1.257
C 2.744 2.111 2.645
H -1.369 3.935 -1.125
N -0.169 1.239 0.631
H 3.810 -1.405 4.666
C -5.573 2.429 -0.601
C 1.826 1.348 1.941
C 0.438 3.322 1.720
P 2.033 -0.395 1.448
C -2.159 -3.447 3.323
H 3.338 5.281 3.685
H -1.518 -2.641 -2.499
H 3.044 0.395 -3.293
C -4.154 -2.215 1.555
C 1.341 4.041 2.469
C 2.507 3.449 2.947
C -4.147 2.138 -0.261
C 2.428 -0.478 -3.455
H -2.823 2.303 -5.026
H -3.374 -3.630 0.144
H -0.324 -0.449 -4.993
H -6.117 1.513 -0.829
C 3.609 -0.416 0.450
H -2.226 0.396 -3.742
H -4.263 -2.071 2.627
C -3.462 -3.532 1.228
C -3.696 2.240 1.053
H -2.414 3.016 -3.468
H 3.520 -2.574 0.214
C -1.450 -1.114 2.886
H -4.070 -4.357 1.603
Tc 0.055 -0.665 0.120
H 4.573 0.755 -1.079
H 1.153 5.082 2.681
H 2.968 0.105 4.359
H -5.637 3.074 -1.474
C 3.595 -1.682 -0.404
H -1.769 -5.441 0.544
H 1.741 2.273 -3.579
H 0.510 -4.993 1.337
C 0.868 -2.770 -3.843
H 0.824 -2.688 2.996
C 2.591 -1.444 2.903
C 2.893 -1.512 -4.257
C -2.015 2.465 -4.314
C -1.913 1.561 -0.949
H -1.041 0.804 -5.979
H 3.872 1.716 0.222
C -2.380 1.993 1.378
C -1.471 1.634 0.379
H -0.960 4.594 -2.708
C 3.499 -0.715 3.885
H 4.456 -0.465 1.143
O -1.337 -0.763 -1.687
C -2.037 -3.733 1.832
C -1.420 1.117 -3.904
C 0.304 2.936 -2.079
H 4.507 3.965 3.508
H -0.011 -6.573 1.927
H -2.140 -1.887 4.647
C 0.364 -1.723 -3.033
C -1.627 -5.198 1.598
H 3.153 -2.256 2.426
H 3.861 -1.444 -4.718
N -1.969 -2.128 3.676
C 2.096 -2.642 -4.448
H 0.066 4.933 -1.323
H 2.745 -1.676 -1.085
H 0.421 1.149 -5.065
H -1.257 3.075 -4.799
C 1.189 -0.577 -2.863
H -3.600 1.676 -2.270
O -1.329 0.016 3.298
N -1.014 -1.505 1.654
H 2.822 0.980 -0.988
H -4.390 2.509 1.836
H -2.046 2.027 2.403
P -0.629 1.302 -2.228
H -0.435 3.814 1.319
O -0.456 -2.935 0.136
H 4.398 -0.342 3.402
H 0.910 2.737 -1.181
O 0.764 0.453 -2.001
H 3.353 3.944 4.834
H 2.068 3.861 -2.902
C 3.483 4.209 3.785
H -3.621 -1.359 1.141
C 3.726 0.839 -0.402
H -5.153 -2.235 1.126
H 4.505 -1.753 -0.997
H 1.801 -2.695 4.460
H 0.282 -3.666 -3.973
H -2.301 -5.818 2.190
H -6.073 2.919 0.229
H -0.003 -5.199 3.026
C -0.189 -5.503 1.998
C 1.424 -2.066 3.656
O -2.471 -4.271 4.138
H 0.775 3.670 -4.071
C 0.648 1.961 1.451
C -0.547 4.169 -1.797
Cl 2.684 -3.901 -5.467
C 1.274 3.193 -3.231
H 0.806 -1.288 4.096
*
```